Entry 1:
C26H27IMnN3O2S3 | ωB97M-V/def2-TZVPD

Results
⟨S²⟩	8.756
calculated total energy	-3964.79803	Eh
multiplicity	6
HOMO-LUMO gap (alpha / beta)	8.35 / 8.38	eV
HOMO energy (alpha / beta)	-10.66 / -10.72	eV
total charge	+1
molar mass	691.56	g/mol

Last column: Mulliken charge in e.
Element x y z (Å)
1 I 1.8312 0.8658 -6.1388  0.147
2 Mn 0.1434 1.0721 -0.0033  1.388
3 S -2.7640 -0.7324 0.5495  0.131
4 S 4.3945 2.3937 1.2485  -0.333
5 S 2.1986 -1.8968 0.6683  0.021
6 O -1.3749 -0.1536 0.7350  -0.379
7 O 1.2233 -0.9041 0.0725  -0.049
8 N 1.0710 1.2044 -1.9866  0.454
9 N 2.4097 1.2125 -2.0000  0.095
10 N 1.6649 1.9632 0.9148  -0.794
11 C 1.1988 -3.2777 1.3023  -0.982
12 C -2.1188 -0.9765 -3.4254  -1.414
13 C -4.5032 -1.0259 -3.0566  -0.662
14 C 3.8945 -0.3296 4.5611  -0.505
15 C -0.4769 4.2220 0.3996  -0.568
16 C -2.9971 -0.8636 -1.2069  0.699
17 C 4.6225 -1.2010 3.7624  -0.589
18 C -2.6056 -2.5000 0.9364  -0.955
19 C 2.6313 0.0965 4.1672  -0.809
20 C -0.7018 3.8995 -0.9309  -0.353
21 C -1.2216 -3.0627 0.6282  -0.601
22 C -2.6499 2.6336 -0.2907  -0.541
23 C -1.7897 3.0980 -1.2774  -0.488
24 C 4.0876 -1.6512 2.5651  -0.507
25 C 2.0811 -0.3585 2.9786  -0.424
26 C 2.8121 2.1695 1.0954  0.400
27 C 0.6976 1.0966 -3.2567  -0.503
28 C 2.8990 1.1182 -3.2439  -0.038
29 C -1.3351 3.7493 1.3872  -0.329
30 C 2.8122 -1.2435 2.1997  0.909
31 C -1.9007 -0.8772 -2.0588  -0.174
32 C -2.4199 2.9581 1.0427  -0.438
33 C -3.4159 -1.0501 -3.9222  -0.657
34 C -0.1987 -2.8411 1.7407  -0.225
35 C 1.8167 1.0351 -4.0933  -1.178
36 C -4.2973 -0.9225 -1.6873  -0.482
37 H -0.3488 1.0820 -3.5236  0.728
38 H -1.3309 -4.1367 0.4593  0.544
39 H -3.5163 2.0449 -0.5691  0.651
40 H -0.0669 4.3136 -1.7036  0.423
41 H 3.9588 1.1309 -3.4424  0.487
42 H -0.1877 -1.7916 2.0213  -0.175
43 H 1.7961 -3.6947 2.1115  0.499
44 H 2.9161 1.3326 -1.1317  -0.062
45 H 1.1111 -0.0075 2.6590  0.279
46 H -3.0891 2.5925 1.8124  0.391
47 H 4.3235 0.0390 5.4841  0.408
48 H -3.5795 -1.1218 -4.9904  0.435
49 H -0.8535 -2.6416 -0.3056  0.135
50 H 1.1607 -4.0107 0.4945  0.524
51 H -0.4967 -3.4031 2.6282  0.549
52 H 4.6607 -2.3088 1.9198  0.447
53 H -2.8815 -2.6200 1.9856  0.484
54 H -0.8933 -0.8171 -1.6670  0.748
55 H 0.3714 4.8352 0.6703  0.430
56 H -1.2751 -1.0037 -4.1048  0.624
57 H -5.5118 -1.0717 -3.4476  0.435
58 H 5.6158 -1.5121 4.0587  0.409
59 H -3.3838 -2.9554 0.3226  0.534
60 H -1.1469 3.9917 2.4256  0.440
61 H -2.0071 2.9034 -2.3215  0.466
62 H 2.0759 0.7930 4.7822  0.421
63 H -5.1401 -0.8823 -1.0045  0.482

Forces on the atoms, in the same order (eV/Å):
I -0.006 -0.009 -0.064
Mn -0.091 -0.475 -0.056
S -0.054 0.137 0.005
S -0.116 -0.031 0.008
S 0.211 0.041 -0.252
O 0.038 0.194 0.050
O -0.103 0.005 0.024
N -0.171 -0.017 -0.004
N 0.073 0.040 -0.044
N 0.124 0.288 0.270
C -0.103 0.136 0.038
C -0.086 -0.023 -0.042
C 0.023 0.034 -0.008
C 0.004 0.015 -0.052
C 0.031 0.009 0.038
C 0.117 0.050 -0.088
C 0.014 0.035 0.033
C 0.121 0.015 0.000
C 0.012 -0.008 -0.025
C -0.109 0.078 -0.047
C -0.092 -0.093 0.027
C -0.054 -0.031 0.001
C -0.010 0.121 -0.071
C 0.030 -0.057 0.032
C 0.029 -0.099 0.139
C 0.105 -0.052 -0.111
C -0.059 0.069 -0.040
C 0.099 0.023 0.058
C 0.108 -0.037 0.031
C -0.075 0.102 -0.004
C -0.135 -0.017 -0.064
C -0.067 -0.095 0.051
C 0.010 -0.019 0.025
C -0.023 -0.063 0.017
C -0.068 0.011 0.033
C -0.036 -0.028 -0.042
H 0.109 0.013 0.032
H -0.023 -0.007 -0.026
H 0.015 -0.006 0.020
H 0.073 -0.110 0.015
H -0.058 -0.013 0.031
H 0.003 0.068 0.056
H -0.005 -0.047 0.025
H 0.044 -0.003 0.010
H -0.036 -0.027 -0.022
H 0.005 0.025 -0.031
H -0.023 -0.019 -0.017
H 0.006 -0.006 0.051
H 0.065 0.042 -0.070
H -0.004 0.004 0.003
H 0.029 -0.042 -0.016
H -0.040 0.034 0.022
H 0.041 0.053 -0.001
H 0.054 -0.063 0.022
H 0.003 0.006 0.000
H -0.041 -0.014 0.013
H 0.047 0.001 0.017
H -0.029 0.013 -0.005
H -0.029 -0.076 0.069
H -0.026 0.021 -0.036
H 0.056 -0.089 0.028
H 0.024 -0.010 -0.014
H 0.045 0.001 -0.037


Entry 2:
C10H19F3NO2 | ωB97M-V/def2-TZVPD

Results
calculated total energy	-896.98396	Eh
HOMO-LUMO gap	9.91	eV
relative energy (zero: lowest compared OMol25 entry of this formula, charge and spin)	34.11	kcal per mole
HOMO energy	-12.73	eV
total charge	+1
molar mass	242.26	g/mol

Last column: Mulliken charge in e.
Element x y z (Å)
1 F 5.4703 2.3508 1.2356  -0.211
2 F 5.9200 0.6138 -0.1228  -0.233
3 F 5.4648 0.2682 2.0385  -0.211
4 O -1.8768 0.3999 -1.7032  -0.605
5 O -2.8170 -1.2775 -0.6081  -0.371
6 N 3.6512 0.9019 0.5739  0.055
7 C 2.8890 2.1872 0.7474  -0.699
8 C 0.6211 0.7052 0.7009  0.088
9 C 1.3411 2.0990 0.3674  -0.690
10 C -2.8836 -0.2156 -1.4274  0.833
11 C -3.9643 -1.9445 -0.0574  -0.400
12 C -4.4825 -3.0071 -1.0045  -0.980
13 C 1.5574 -0.5897 0.6128  -0.696
14 C -4.1987 0.1316 -2.0665  -1.109
15 C 5.1069 1.0473 0.9410  0.803
16 C 2.9728 -0.2186 1.3111  -0.633
17 H -0.2077 0.5742 -0.1006  -0.188
18 H 1.1223 -1.4091 1.2884  0.370
19 H 3.0213 2.5876 1.8014  0.414
20 H 3.5650 -1.1923 1.3240  0.364
21 H 1.1155 2.3862 -0.7116  0.365
22 H 3.3555 2.9541 0.0306  0.369
23 H -4.8233 -2.5742 -1.9471  0.274
24 H -5.0609 -0.0986 -1.4460  0.356
25 H -4.7372 -1.2287 0.2311  0.358
26 H 0.8099 2.8915 1.0075  0.274
27 H -5.3156 -3.5524 -0.5543  0.362
28 H -3.6257 -2.4214 0.8650  0.316
29 H 1.7034 -0.9935 -0.4385  0.301
30 H -4.2788 -0.3868 -3.0238  0.296
31 H 2.7596 0.1781 2.3655  0.367
32 H -3.6909 -3.7183 -1.2508  0.306
33 H -4.2222 1.2080 -2.2409  0.319
34 H 0.0726 0.6860 1.7028  0.374
35 H 3.6656 0.6575 -0.4417  0.459

Forces on the atoms, in the same order (eV/Å):
F -1.208 -2.752 -0.780
F -2.366 0.970 2.098
F -1.313 1.718 -2.360
O -0.145 -0.444 0.452
O 0.524 0.247 0.346
N 0.684 -0.352 -0.469
C -1.049 2.614 -0.695
C -0.962 -0.718 -1.103
C -0.756 -0.324 0.734
C -0.001 0.139 -0.484
C -0.327 -0.323 -0.076
C -0.012 -0.006 -0.222
C 0.473 1.100 1.197
C -0.305 0.447 0.266
C 4.119 -0.022 0.896
C -1.991 -1.984 0.747
H 1.250 0.223 1.400
H 0.636 1.099 -1.228
H 0.005 -0.930 -1.256
H -0.236 1.761 0.034
H 0.737 -0.500 1.334
H -0.486 -1.183 1.210
H -0.078 0.003 0.101
H -0.020 -0.216 -0.106
H 0.087 0.033 -0.125
H 0.959 -1.036 -1.004
H 0.086 0.065 -0.016
H 0.194 0.188 -0.124
H -0.135 0.547 1.257
H -0.012 0.012 0.089
H 0.539 -0.729 -1.503
H -0.046 0.031 0.125
H 0.158 -0.150 -0.158
H 1.046 0.289 -1.224
H -0.047 0.184 0.651


Entry 3:
C28H44O3 | ωB97M-V/def2-TZVPD

Results
calculated total energy	-1319.00185	Eh
HOMO-LUMO gap	8.53	eV
relative energy (zero: lowest compared OMol25 entry of this formula, charge and spin)	65.33	kcal per mole
structure (SMILES)	C=C1/C(=C\C=C2/CCC[C@]3(C)[C@@H]([C@H](C)/C=C/[C@H](C)C(C)(C)O)CC[C@@H]23)C[C@@H](O)C[C@@H]1O
HOMO energy	-7.88	eV
molar mass	428.66	g/mol

Last column: Mulliken charge in e.
Element x y z (Å)
1 O 3.8692 -2.5100 5.2274  -0.607
2 O -1.5048 7.6023 -2.9177  -0.625
3 O 2.4821 -7.0970 4.9665  -0.552
4 C 2.1356 -4.3257 2.4625  0.821
5 C -3.0621 1.2549 -2.2119  -2.029
6 C -1.7263 1.6642 -1.5856  1.003
7 C -1.9551 6.3597 -2.4021  1.296
8 C 0.3793 6.0270 -1.3620  -1.931
9 C -1.1680 4.1075 -1.5623  -0.563
10 C -2.7434 6.5872 -1.1083  -1.671
11 C 2.3559 -3.2711 3.4498  0.960
12 C -0.7731 -0.7717 -1.1651  1.527
13 C 2.4770 -5.7087 2.9517  -1.232
14 C -1.5947 -1.7731 -1.9811  -1.001
15 C 1.4757 -0.0628 -0.6413  -1.134
16 C -1.2943 2.9609 -2.2086  -0.947
17 C 0.7358 1.1456 -1.2406  -0.901
18 C -2.8802 5.7784 -3.4726  -1.626
19 C 0.6990 -1.2568 -1.1829  0.064
20 C -0.7440 5.3989 -2.1930  0.523
21 C -1.3015 -0.6762 0.2673  -2.137
22 C -0.6118 0.6272 -1.8022  -0.801
23 C 1.6975 -4.1277 1.2058  -1.318
24 C 3.1739 -4.8440 5.2044  -0.880
25 C 2.2369 -5.8012 4.4616  0.162
26 C 0.8235 -2.6074 -0.5514  -0.537
27 C 3.5086 -3.5762 4.3885  -0.024
28 C -1.4446 -3.1923 -1.4297  -0.913
29 C 0.0233 -3.6231 -1.3186  -0.867
30 C 1.5100 -2.8483 0.5720  0.016
31 C 1.5953 -2.1863 3.5736  -1.650
32 H -3.7483 6.4204 -3.5939  0.454
33 H 4.4023 -3.7545 3.7793  0.341
34 H 0.7336 -2.0247 2.9512  0.416
35 H -3.5125 7.3359 -1.2873  0.476
36 H 4.0877 -5.3878 5.4456  0.291
37 H 2.0150 -2.0248 1.0574  0.977
38 H -1.8748 1.8233 -0.5141  0.357
39 H -1.0453 8.0755 -2.2161  0.391
40 H 1.8750 -6.4548 2.4256  0.536
41 H 0.4415 -3.7068 -2.3271  0.393
42 H 1.9299 -7.7283 4.4928  0.360
43 H -0.5096 0.4827 -2.8837  0.583
44 H 1.8081 -1.4243 4.3048  0.258
45 H 2.7119 -4.5459 6.1482  0.246
46 H 1.1892 5.3087 -1.2541  0.429
47 H 1.5391 -5.0048 0.5908  0.432
48 H 1.3202 1.6118 -2.0332  0.378
49 H 1.4356 -0.0340 0.4463  0.367
50 H 3.5299 -5.9324 2.7515  0.193
51 H -3.7548 2.0942 -2.1794  0.495
52 H 0.7793 6.9115 -1.8533  0.489
53 H -0.3456 5.1919 -3.1919  0.375
54 H -3.5136 0.4275 -1.6731  0.410
55 H -2.6522 -1.5085 -1.9778  0.344
56 H 1.1875 -5.5206 4.6589  0.271
57 H -2.0977 6.9456 -0.3089  0.340
58 H -1.9733 -3.8895 -2.0841  0.493
59 H -0.8476 0.1575 0.7941  0.446
60 H -1.9091 -3.2530 -0.4444  0.365
61 H 0.0350 6.2969 -0.3655  0.311
62 H -2.3534 5.7339 -4.4217  0.404
63 H 3.1279 -2.3181 5.8136  0.384
64 H -3.2028 4.7803 -3.1929  0.208
65 H 2.5236 -0.0929 -0.9370  0.393
66 H -3.2225 5.6670 -0.7878  0.321
67 H -1.0736 -1.5844 0.8196  0.563
68 H -2.9255 0.9636 -3.2509  0.310
69 H -2.3799 -0.5347 0.2679  0.287
70 H -1.2525 -1.7543 -3.0193  0.473
71 H 0.0699 -4.6060 -0.8519  0.279
72 H -1.3586 4.1488 -0.4975  0.447
73 H -1.0982 2.9166 -3.2723  0.445
74 H 0.5608 1.9086 -0.4822  0.265
75 H 0.9740 -1.3715 -2.2401  0.575

Forces on the atoms, in the same order (eV/Å):
O 0.037 0.260 0.180
O 0.119 0.265 -0.103
O 0.078 -0.319 0.096
C -0.307 -0.289 -0.593
C 0.079 0.060 0.246
C -0.006 -0.091 -0.371
C -0.239 -0.532 0.093
C -0.145 -0.060 -0.240
C 0.138 0.119 -0.275
C 0.156 0.017 -0.305
C 0.193 0.397 0.210
C -0.054 -0.029 -0.388
C -0.055 -0.106 0.264
C -0.072 -0.047 0.220
C 0.026 -0.121 -0.152
C -0.133 -0.138 0.410
C 0.073 -0.061 0.011
C 0.235 0.281 0.241
C 0.061 0.158 0.353
C -0.078 0.256 0.034
C 0.118 -0.047 -0.201
C -0.083 0.093 0.306
C 0.116 -0.366 0.423
C -0.104 -0.094 -0.194
C -0.062 0.257 -0.232
C 0.219 -0.069 -0.060
C -0.144 -0.189 0.002
C 0.033 0.005 -0.196
C -0.086 -0.132 0.206
C -0.094 0.471 -0.377
C 0.103 -0.039 0.089
H -0.119 0.057 -0.020
H -0.118 -0.048 0.027
H -0.186 -0.034 -0.143
H -0.056 0.036 -0.022
H 0.024 0.012 0.018
H 0.024 0.168 -0.039
H 0.071 0.023 0.037
H -0.001 0.007 -0.036
H 0.047 0.013 -0.022
H 0.026 -0.033 -0.031
H 0.001 0.051 0.042
H -0.014 -0.039 -0.056
H 0.114 0.112 0.133
H 0.025 0.055 0.007
H 0.093 -0.004 0.050
H 0.000 -0.143 0.010
H 0.011 0.099 0.035
H 0.039 -0.021 0.082
H 0.032 -0.088 0.031
H -0.096 0.028 -0.024
H 0.070 0.080 0.012
H -0.051 -0.003 0.003
H -0.085 -0.136 0.001
H -0.039 0.044 -0.076
H 0.201 0.007 -0.052
H 0.051 0.028 0.138
H -0.041 -0.021 0.076
H 0.042 0.129 0.157
H -0.056 -0.054 0.028
H 0.001 0.028 0.136
H 0.066 -0.045 -0.137
H 0.041 -0.033 0.008
H -0.060 -0.080 -0.003
H 0.058 -0.019 0.086
H -0.060 -0.097 0.111
H -0.037 -0.042 0.119
H -0.018 -0.059 -0.157
H -0.138 0.056 0.034
H 0.013 0.050 -0.082
H 0.042 -0.050 -0.064
H -0.072 -0.093 0.224
H 0.079 0.061 -0.258
H 0.015 0.087 -0.011
H -0.066 0.002 -0.071


Entry 4:
C2H3OPS | ωB97M-V/def2-TZVPD

Results
calculated total energy	-892.53589	Eh
HOMO-LUMO gap (alpha / beta)	7.83 / 8.30	eV
relative energy (zero: lowest compared OMol25 entry of this formula, charge and spin)	142.91	kcal per mole
HOMO energy (alpha / beta)	-9.74 / -9.80	eV
molar mass	106.09	g/mol

Last column: Mulliken charge in e.
Element x y z (Å)
1 S -2.7409 0.1061 -4.9777  0.340
2 P -0.8910 -0.6081 -4.6712  0.111
3 O -3.7315 -0.9763 -4.8839  -0.451
4 C 0.7052 -0.3694 2.6595  -0.345
5 C -0.3191 -0.9812 2.6471  -0.353
6 H -1.2159 -1.5273 2.6590  0.348
7 H -0.1836 1.7512 -5.0634  -0.001
8 H 1.6035 0.1719 2.6544  0.349

Forces on the atoms, in the same order (eV/Å):
S 0.950 -0.239 0.116
P -0.114 2.058 -0.407
O -0.290 -0.097 0.003
C -0.306 -0.167 -0.052
C 0.264 0.133 0.057
H -0.474 -0.274 -0.022
H -0.546 -1.723 0.291
H 0.516 0.308 0.015